(1)
Entry from the Open Molecules 2025 dataset: 2 unconnected molecules or ions with the total composition C3H9NO3 in a non-equilibrium geometry (wB97M-V/def2-TZVPD).

For the molar mass, the calculation gives 107.109 g/mol. As for the LUMO energy: 0.69 eV. The value obtained for the total energy is -400.1733 hartree. As for the frontier orbital gap: 0.369 hartree.

XYZ file:
```
16
Properties=species:S:1:pos:R:3:forces:R:3
C 0.292 -0.093 0.544 -0.2 0.5 -0.2
N 0.273 1.288 0.049 -1.1 0.3 0.3
C -0.850 1.517 -0.867 1.0 -1.3 -0.3
C -2.265 1.310 -0.352 -0.3 1.2 -0.6
O -2.563 1.993 0.787 0.5 -0.8 0.5
O -3.093 0.719 -0.986 0.0 -0.4 0.4
H 0.941 -0.108 1.409 0.1 -0.3 0.2
H 0.692 -0.735 -0.230 0.2 -0.2 -0.1
H -0.705 -0.470 0.811 0.0 0.0 0.2
H 0.066 1.886 0.840 0.4 0.2 0.2
H -0.789 0.725 -1.617 0.1 0.3 -0.3
H -0.684 2.465 -1.372 -0.5 0.2 0.1
H -3.250 1.494 1.259 -0.2 0.4 -0.3
H 4.134 -4.532 -0.649 0.0 0.2 0.1
H 3.763 -3.808 0.641 0.0 0.0 0.0
O 4.040 -3.650 -0.266 0.0 -0.2 -0.1
```
Forces are in eV/Å.



(2)
Entry from the Open Molecules 2025 dataset: a single C10H10N2 molecule in a non-equilibrium geometry (wB97M-V/def2-TZVPD).

For the molar mass, the calculation gives 158.204 g/mol. As for the LUMO energy: 0.06 eV. The value obtained for the total energy is -496.5669 hartree. As for the frontier orbital gap: 0.331 hartree.

XYZ file:
```
22
Properties=species:S:1:pos:R:3:forces:R:3
C -2.089 -2.112 0.531 0.2 1.0 0.3
C -1.002 -1.032 0.259 -1.8 -1.3 0.1
C 0.969 -0.358 -0.549 1.2 -0.1 0.5
C 2.217 -0.668 -1.166 1.8 0.3 0.1
C 3.255 0.251 -1.280 -0.8 1.2 -0.5
C 2.985 1.619 -0.883 -1.2 -1.8 -0.3
C 1.745 1.904 -0.390 -0.4 -0.3 1.0
C 0.719 0.939 -0.069 1.3 0.2 -1.8
C -1.327 0.298 0.624 -0.4 0.3 0.7
C -2.685 0.563 1.248 -0.8 2.0 -1.5
H -2.283 -2.158 1.645 0.4 -0.4 -1.2
H -1.723 -3.030 0.071 -0.2 -0.1 0.5
H -3.090 -1.835 0.102 1.1 -0.2 0.1
H 2.433 -1.702 -1.421 -0.4 0.1 -0.1
H 4.212 0.112 -1.828 -0.8 -0.6 0.7
H 3.662 2.434 -1.032 0.5 0.1 -0.1
H 1.542 2.908 -0.141 -0.4 1.1 0.3
H -2.851 1.698 1.336 0.4 -1.8 0.0
H -3.504 0.183 0.575 0.8 0.4 0.6
H -2.827 0.089 2.203 0.1 -0.2 0.4
N 0.112 -1.370 -0.316 -0.6 -0.3 -0.1
N -0.469 1.267 0.481 0.0 0.5 0.2
```
Forces are in eV/Å.



(3)
Entry from the Open Molecules 2025 dataset: a molecular structure, C8H12S in a non-equilibrium geometry (wB97M-V/def2-TZVPD).

For the molar mass, the calculation gives 140.251 g/mol. As for the LUMO energy: 0.92 eV. The value obtained for the total energy is -710.0749 hartree. As for the frontier orbital gap: 0.332 hartree.

XYZ file:
```
21
Properties=species:S:1:pos:R:3:forces:R:3
C 0.981 1.652 0.420 0.6 -1.1 2.5
C 0.350 0.668 -0.180 2.1 -0.8 -3.9
C 1.292 0.324 -1.829 -2.5 1.2 2.1
C 0.657 -0.241 -2.871 1.4 0.6 -0.2
C 2.367 2.087 -0.085 -0.7 -0.2 0.7
C -0.503 -1.706 -0.219 -0.4 3.5 -1.9
C -1.425 -0.052 1.582 1.8 2.4 -4.0
C -0.819 -0.173 0.111 -2.4 -1.8 -0.3
S 2.782 1.236 -1.659 -0.5 -0.3 0.1
H 0.714 1.763 1.568 0.6 0.5 -2.5
H 0.930 -0.366 -3.944 0.5 0.4 1.1
H -0.286 -0.657 -2.673 -1.2 -0.4 0.3
H 2.341 3.167 -0.306 0.5 -0.4 0.4
H 3.105 1.767 0.703 -0.5 0.8 -0.9
H -1.305 -2.323 -0.439 -2.1 -1.0 0.3
H 0.061 -2.011 0.545 2.0 -1.8 3.2
H 0.102 -1.823 -1.089 0.6 0.3 -0.5
H -1.192 0.931 1.903 -0.8 1.5 0.2
H -0.925 -0.540 2.287 2.2 -3.0 2.6
H -2.418 -0.295 1.597 -2.5 -0.4 0.1
H -1.690 0.118 -0.575 1.3 -0.1 0.7
```
Forces are in eV/Å.